P) Density functional theory data (ωB97M-V with the def2-TZVPD basis set) for 2 unconnected molecules or ions with the total composition C2H8NO2P.

Values from the calculation:
* HOMO energy (alpha / beta): -7.3 / -9.1 eV
* lowest unoccupied orbital energy (alpha / beta): 0.34 / 0.02 eV
* orbital gap (alpha / beta): 7.7 / 9.1 eV

```
! RIJCOSX wB97M-V def2-TZVPD def2/J DEFGRID3
* xyz 0 1
O -0.42883 -1.78907 0.06449
H -1.23464 0.93840 -2.14157
H 3.22424 -1.18589 -0.48491
C -1.54355 0.14604 -1.57312
H -0.90618 -0.03087 2.26380
O 2.32835 0.50037 -0.25682
P -0.43162 -0.36189 -0.11502
H -1.63464 -0.70335 -2.16812
H -0.27945 1.59285 1.60850
H -2.52355 0.32667 -1.24483
H -1.93930 0.93009 1.17986
H 3.17274 -0.49702 1.19760
N 3.07175 -0.48004 0.23207
C -0.87532 0.61371 1.43806
*
```


Q) Density functional theory data (ωB97M-V with the def2-TZVPD basis set) for C2H8NO2P in the gas phase.

Values from the calculation:
* HOMO energy: -9.4 eV
* lowest unoccupied orbital energy: 0.50 eV
* structure (SMILES): CP(C)(=O)NO
* orbital gap: 9.9 eV

```
! RIJCOSX wB97M-V def2-TZVPD def2/J DEFGRID3
* xyz 0 1
H -0.28958 0.09302 2.28704
H 0.87699 -1.63292 -1.66950
O -0.81504 1.96173 -0.34673
N 0.48490 1.37926 -0.07482
H 0.10890 -0.10659 -2.05835
O 2.43417 -0.51095 0.77094
H -0.93264 -1.47053 -1.22244
H 0.88789 2.08724 0.57897
H -1.48920 -0.31727 0.98978
P 0.72033 -0.22965 0.22407
C 0.14538 -0.97306 -1.37190
H -0.93351 1.87464 -1.27473
C -0.59889 -0.49541 1.46135
H -0.59970 -1.65951 1.70633
*
```


Q) is preferred energetically. Next in line: 15.1 kcal/mol higher.


P) Density functional theory data (ωB97M-V with the def2-TZVPD basis set) for C2H6O2 in the gas phase.

Values from the calculation:
* HOMO energy: -10.1 eV
* lowest unoccupied orbital energy: 0.72 eV
* structure (SMILES): OCCO
* orbital gap: 10.8 eV

```
! RIJCOSX wB97M-V def2-TZVPD def2/J DEFGRID3
* xyz 0 1
C -0.62238 0.17953 -0.41127
H 0.56004 -0.59105 1.22567
H -1.81074 -0.33788 0.72890
O 1.79647 0.38949 -0.12527
C 0.67495 -0.41606 0.14469
H -0.87521 1.11170 0.24937
H -0.50952 0.41303 -1.47460
H 0.85908 -1.37591 -0.34379
H 1.66590 1.25918 0.26829
O -1.73860 -0.63202 -0.26199
*
```


Q) Density functional theory data (ωB97M-V with the def2-TZVPD basis set) for 2 unconnected molecules or ions with the total composition C2H6O2.

Values from the calculation:
* HOMO energy: -11.0 eV
* lowest unoccupied orbital energy: 0.71 eV
* structure (SMILES): O=CO.C
* orbital gap: 11.8 eV

```
! RIJCOSX wB97M-V def2-TZVPD def2/J DEFGRID3
* xyz 0 1
H 1.72708 -0.37377 -1.46569
H -2.80451 -1.28524 1.52602
O 0.68325 -0.23489 -1.47130
H -1.76654 -1.09129 0.15193
C -1.83656 -0.97740 1.24458
H -1.65852 0.12648 1.31400
O 1.17657 0.91550 0.49179
H -0.74131 0.66888 -0.36135
H -0.88294 -1.39519 1.67694
C 0.37793 0.62826 -0.41220
*
```


Q) is preferred energetically. Next in line: 12.7 kcal/mol higher.


P) Density functional theory data (ωB97M-V with the def2-TZVPD basis set) for 2 unconnected molecules or ions with the total composition C3H7N2O.

Values from the calculation:
* HOMO energy: -13.9 eV
* lowest unoccupied orbital energy: -3.43 eV
* orbital gap: 10.5 eV

```
! RIJCOSX wB97M-V def2-TZVPD def2/J DEFGRID3
* xyz 1 1
N 0.31480 0.51263 -1.09393
C 0.60942 -0.78681 -0.83701
H -2.31794 -0.58109 0.56462
H 1.47544 -1.29011 -1.21933
C -0.91254 0.79304 -0.64099
C -1.38244 -0.40151 0.03551
H -1.33212 1.77634 -1.01259
H 1.10986 0.18601 2.34956
H 1.04679 1.22018 -1.41652
O 1.23381 0.67857 1.59340
H -0.55411 -2.31031 -0.03206
N -0.53788 -1.37307 -0.28547
H 1.24691 1.57612 1.99483
*
```


Q) Density functional theory data (ωB97M-V with the def2-TZVPD basis set) for a molecular structure, C3H7N2O.

Values from the calculation:
* HOMO energy: -14.3 eV
* lowest unoccupied orbital energy: -5.74 eV
* orbital gap: 8.6 eV

```
! RIJCOSX wB97M-V def2-TZVPD def2/J DEFGRID3
* xyz 1 1
H -0.25743 2.07348 0.47800
H 0.98598 -2.17556 -0.18427
N 0.78074 0.37228 -0.10653
N -1.95651 0.43001 0.15058
C 0.70045 1.79403 0.02621
H 0.95594 2.43379 -0.91181
C -0.23350 -0.44622 -0.13482
H -0.49517 -2.17217 0.86046
C -0.11859 -1.90932 -0.03925
O -2.90062 -0.19188 0.12400
H 1.54130 2.25396 0.80289
H -0.66546 -2.42490 -0.81919
H 1.66287 -0.03751 -0.24628
*
```


P) is preferred energetically. Next in line: 95.4 kcal/mol higher.


P) Density functional theory data (ωB97M-V with the def2-TZVPD basis set) for a molecular structure, C3H7N2O.

Values from the calculation:
* HOMO energy: -14.0 eV
* lowest unoccupied orbital energy: -4.88 eV
* orbital gap: 9.1 eV

```
! RIJCOSX wB97M-V def2-TZVPD def2/J DEFGRID3
* xyz 1 1
H 0.98254 -1.08762 1.10317
C -0.49229 0.63574 0.25114
H 2.23848 0.24720 -1.29952
N -1.57825 0.17859 0.06255
H -2.80672 -1.25803 0.64408
C 0.95784 -0.62707 0.01888
O 0.06792 1.79240 0.51023
H 1.04578 1.80382 0.28061
H 0.52188 -1.22405 -0.72220
C -2.54113 -0.54696 -0.08687
N 2.05731 0.17423 -0.28854
H -3.29367 -0.54022 -0.84746
H 2.84032 0.45197 0.37394
*
```


Q) Density functional theory data (ωB97M-V with the def2-TZVPD basis set) for 2 unconnected molecules or ions with the total composition C3H7N2O.

Values from the calculation:
* HOMO energy: -14.5 eV
* lowest unoccupied orbital energy: -3.36 eV
* orbital gap: 11.2 eV

```
! RIJCOSX wB97M-V def2-TZVPD def2/J DEFGRID3
* xyz 1 1
H 2.02047 -1.93813 -0.99855
H -0.61712 0.54585 0.81096
C 2.28741 -0.66858 0.68219
C 1.39187 0.16530 1.25643
H 1.49403 0.75746 2.14395
N 1.65863 -1.16711 -0.45046
H -0.31170 -0.96876 -1.26205
N 0.24926 0.12470 0.49560
H -3.69655 1.74769 -1.69530
H -4.57449 1.53735 -0.50403
O -3.65754 1.42490 -0.78206
C 0.41953 -0.71855 -0.51757
H 3.33623 -0.84213 0.82088
*
```


R) Density functional theory data (ωB97M-V with the def2-TZVPD basis set) for a gas-phase ion, C3H7N2O (charge +1).

Values from the calculation:
* HOMO energy: -13.1 eV
* lowest unoccupied orbital energy: -3.46 eV
* structure (SMILES): O[C@H]1NC=C[NH2+]1
* orbital gap: 9.6 eV

```
! RIJCOSX wB97M-V def2-TZVPD def2/J DEFGRID3
* xyz 1 1
H -0.05310 -2.11693 -0.28484
C -0.92860 -0.02003 0.30333
N 0.17157 -1.19021 -0.01141
H 2.28723 1.23641 -0.01878
H -2.64647 -0.74683 0.21904
C 1.38395 0.64324 -0.05716
H 2.22814 -1.35724 -0.25785
N -0.09267 1.10581 -0.14266
O -2.07646 -0.13321 -0.33676
C 1.39883 -0.68909 -0.18760
H -1.02108 -0.21339 1.39312
H -0.44274 1.49297 -1.03952
H -0.20861 1.98852 0.42111
*
```


Q) is preferred energetically. Next in line: 57.8 kcal/mol higher.


P) Density functional theory data (ωB97M-V with the def2-TZVPD basis set) for a gas-phase ion, C3H10NO (charge +2).

Values from the calculation:
* HOMO energy (alpha / beta): -22.6 / -22.8 eV
* lowest unoccupied orbital energy (alpha / beta): -8.04 / -14.64 eV
* orbital gap (alpha / beta): 14.5 / 8.2 eV

```
! RIJCOSX wB97M-V def2-TZVPD def2/J DEFGRID3
* xyz 2 2
H 1.80084 -0.06089 -0.25444
H -0.46070 -1.36321 -0.96513
H 0.00598 2.24414 0.43139
C 0.99666 0.29344 0.42784
H 0.33187 -1.20234 1.82607
H 1.56614 0.59237 1.30428
H -1.16770 1.60560 -1.66478
C 0.31883 1.49354 -0.34564
O -0.94868 1.06324 -0.81081
H -1.05034 -2.43856 0.03946
H 1.01418 2.01471 -1.04220
C -0.04785 -0.70826 0.93833
N -0.22847 -1.86817 -0.10862
H 0.71212 -2.28861 -0.10830
H -1.05868 -0.30740 1.01849
*
```


Q) Density functional theory data (ωB97M-V with the def2-TZVPD basis set) for 2 unconnected molecules or ions with the total composition C3H10NO.

Values from the calculation:
* HOMO energy (alpha / beta): -18.9 / -18.9 eV
* lowest unoccupied orbital energy (alpha / beta): -8.24 / -14.94 eV
* orbital gap (alpha / beta): 10.7 / 4.0 eV

```
! RIJCOSX wB97M-V def2-TZVPD def2/J DEFGRID3
* xyz 2 2
H -0.95640 -2.83346 0.77569
H -1.18100 1.33812 0.30562
O 0.74281 -1.72833 0.99296
H 0.34006 -3.48857 1.88865
C 0.14198 2.48975 -1.86299
C -0.19352 -2.56947 1.55691
H 0.16002 0.20686 0.41082
C -0.00802 1.27602 -1.38178
H -0.33606 0.43771 -1.97789
H 1.23283 -2.14695 0.23096
H 0.38169 2.84384 -2.84788
N -0.21458 1.10699 0.09294
H 0.19315 3.29377 -1.11919
H -0.67691 -2.02093 2.35443
H 0.37393 1.79465 0.58076
*
```


P) is preferred energetically. Next in line: 20.2 kcal/mol higher.


P) Density functional theory data (ωB97M-V with the def2-TZVPD basis set) for a molecular structure, C3H2I3N.

Values from the calculation:
* HOMO energy: -9.7 eV
* lowest unoccupied orbital energy: -1.07 eV
* orbital gap: 8.7 eV

```
! RIJCOSX wB97M-V def2-TZVPD def2/J DEFGRID3
* xyz 0 1
C 0.72573 -0.00004 0.10066
H -1.66126 1.05740 -0.36307
I 1.74098 -1.52871 -0.95060
I -2.07157 -1.50724 -0.19445
I 1.43706 2.07852 -0.32045
N 0.78449 -0.57358 2.53749
C 0.74011 -0.22648 1.44549
C -0.99166 0.25358 -0.61104
H -0.70388 0.44654 -1.64402
*
```


Q) Density functional theory data (ωB97M-V with the def2-TZVPD basis set) for a molecular structure, C3H2I3N.

Values from the calculation:
* HOMO energy: -9.4 eV
* lowest unoccupied orbital energy: -0.73 eV
* orbital gap: 8.7 eV

```
! RIJCOSX wB97M-V def2-TZVPD def2/J DEFGRID3
* xyz 0 1
C 2.00923 -0.65253 1.96886
C 0.00797 -0.44188 -0.00480
C 2.03497 -0.39604 0.58760
N 1.96144 -0.89422 3.08804
H -0.39936 0.34419 0.61417
I 2.73943 1.54389 0.06180
I -0.78901 -2.32026 0.40571
H 0.09202 -0.21366 -1.05496
I 2.91756 -2.01525 -0.50227
*
```


P) is preferred energetically. Next in line: 6.3 kcal/mol higher.


P) Density functional theory data (ωB97M-V with the def2-TZVPD basis set) for 8 unconnected molecules or ions with the total composition H16O8.

Values from the calculation:
* HOMO energy: -10.1 eV
* lowest unoccupied orbital energy: -0.05 eV
* structure (SMILES): O.O.O.O.O.O.O.O
* orbital gap: 10.0 eV

```
! RIJCOSX wB97M-V def2-TZVPD def2/J DEFGRID3
* xyz 0 1
O -0.12456 0.87917 0.62286
H -1.13027 -2.99482 -1.01815
H 3.87024 0.92630 -0.63538
H -4.45128 0.76849 -0.05299
O 0.26656 -1.69139 1.63429
H -4.10403 1.50121 1.22546
H 2.57867 1.42225 -0.02077
H -0.28379 -1.02979 -1.87446
O -0.58752 -0.18528 -2.20730
H 0.14723 -2.46544 2.18460
O 3.15748 0.66062 -0.05434
H -0.06407 0.46150 -1.73411
H -0.22568 -1.88578 0.83670
O -1.33181 -2.26089 -0.43766
H -1.04440 1.02820 0.40392
H -2.26769 -2.10482 -0.56418
O -3.90329 1.47442 0.28992
O 1.39335 3.38182 0.50956
H -0.11604 0.02507 1.05490
H 0.98143 2.60496 0.88777
H 1.08386 3.40072 -0.39604
H 1.54809 -1.59917 0.30247
H 2.53970 -0.74288 -0.45608
O 2.06781 -1.57447 -0.50097
*
```


Q) Density functional theory data (ωB97M-V with the def2-TZVPD basis set) for 8 unconnected molecules or ions with the total composition H16O8.

Values from the calculation:
* HOMO energy: -11.0 eV
* lowest unoccupied orbital energy: -0.15 eV
* structure (SMILES): O.O.O.O.O.O.O.O
* orbital gap: 10.8 eV

```
! RIJCOSX wB97M-V def2-TZVPD def2/J DEFGRID3
* xyz 0 1
O -4.95110 2.35005 -1.99397
O -0.39721 0.66078 -1.66332
H 0.28796 0.20045 -1.16508
H 5.03895 1.20473 0.56505
H -4.70065 2.90603 -1.28961
H -3.83485 -3.28600 1.18123
H -1.20193 0.19460 -1.47139
O 2.78884 -0.99095 -0.25284
H -1.78558 0.22641 1.67944
O 1.18514 3.43658 1.55932
H 1.44130 3.04401 2.30528
H 1.43575 -3.35419 -1.44744
H -4.11181 1.98776 -2.41806
O 1.38697 -2.48115 -1.25045
H 1.97044 -0.54427 0.02313
H 4.64475 0.07228 -0.24393
O 4.58211 1.02840 -0.33108
H 2.46960 -1.84298 -0.05159
H -2.19125 -1.12870 2.12527
H 2.20191 -2.14871 -1.62797
O -3.33208 -2.47633 0.99323
O -2.35842 -0.25792 2.38248
H -2.40583 -2.90519 1.06877
H 1.83699 4.10430 1.32351
*
```


P) is preferred energetically. Next in line: 58.0 kcal/mol higher.


P) Density functional theory data (ωB97M-V with the def2-TZVPD basis set) for 8 unconnected molecules or ions with the total composition H16O8.

Values from the calculation:
* HOMO energy: -10.8 eV
* lowest unoccupied orbital energy: 0.15 eV
* structure (SMILES): O.O.O.O.O.O.O.O
* orbital gap: 10.9 eV

```
! RIJCOSX wB97M-V def2-TZVPD def2/J DEFGRID3
* xyz 0 1
H 1.18010 -1.81502 -0.96695
H 0.74928 -0.22884 2.05174
H -2.85243 -0.58326 -2.62546
H -4.06740 -0.82930 -1.75643
O -0.15665 -0.26062 2.35920
H 2.12182 2.52080 -0.74734
O 2.12047 -1.97600 -0.88935
O -3.23606 -0.35535 -1.77863
H -1.04446 -1.99897 -1.73781
O 2.50472 0.39232 1.89960
H 2.34950 -1.64627 -0.02041
O -1.31313 -2.76562 -1.23154
H 2.58020 1.21371 2.38525
H 3.08079 1.56672 -1.42707
H -2.51893 2.03670 2.23224
O 2.76402 1.83493 -0.56454
H -0.75178 -0.00807 -0.38524
O -0.07286 -0.10478 -1.05303
H -2.26980 -2.73415 -1.23785
H 2.40942 0.66157 0.98601
H -2.19049 2.08621 0.75522
H -0.31094 0.60347 2.74102
H 0.73775 0.14412 -0.60895
O -1.81314 2.24568 1.62032
*
```


Q) Density functional theory data (ωB97M-V with the def2-TZVPD basis set) for 8 unconnected molecules or ions with the total composition H16O8.

Values from the calculation:
* HOMO energy: -10.9 eV
* lowest unoccupied orbital energy: 0.18 eV
* structure (SMILES): O.O.O.O.O.O.O.O
* orbital gap: 11.1 eV

```
! RIJCOSX wB97M-V def2-TZVPD def2/J DEFGRID3
* xyz 0 1
O 0.55288 0.75711 -3.07648
O -1.76025 0.43066 2.68438
H -0.97836 3.31717 -0.47752
O -0.42852 2.56781 -0.22374
O -0.82417 -1.59647 -2.19379
O 0.92663 -3.25370 -0.79921
H 2.02452 -1.52800 0.72256
O -1.39448 3.97356 2.23658
H 0.79254 -4.15529 -1.11099
H -0.21341 -2.28312 -1.86685
H -0.80554 4.72249 2.10836
H -1.24286 -0.26173 2.25660
H 2.01072 -2.28948 2.04393
O 0.44842 -0.08199 0.32407
H 1.38078 -3.34529 0.05140
H 0.13139 -0.02694 -2.68486
H 0.22642 -0.51714 -0.50941
H -1.03602 3.27165 1.67345
H -1.70577 -1.96989 -2.11464
H 0.47462 2.83089 -0.43481
H 1.49728 0.62230 -2.95724
H -0.02100 0.76598 0.27005
O 2.59604 -2.02805 1.32546
H -2.65188 0.07746 2.75273
*
```


Q) is preferred energetically. Next in line: 7.5 kcal/mol higher.